This record from the Open Molecules 2025 dataset describes a molecular structure, C25H60CaF3N9O10PS at a distorted geometry. The level of theory is ωB97M-V/def2-TZVPD.

Geometry as XYZ:
```
110
Properties=species:S:1:pos:R:3:forces:R:3:lowdin_charge:R:1
Ca -42.1052 5.9091 -20.6294 -0.10 -0.80 1.76 1.416
C -44.3695 4.5884 -16.2273 1.73 -1.57 -1.64 -0.586
F -44.8418 3.6353 -15.4149 -1.15 1.27 -0.54 0.147
F -44.6434 5.8407 -15.8934 -0.63 -0.36 0.42 0.137
F -43.0302 4.4162 -16.0761 0.54 0.65 -0.13 0.072
S -44.6430 4.2436 -18.1543 -3.97 -1.76 -1.56 0.568
O -43.6878 5.0499 -18.9287 -0.24 -0.35 1.60 -0.421
O -44.5090 2.7744 -18.2604 1.15 1.81 0.60 -0.336
O -46.0575 4.5883 -18.4920 2.27 0.57 1.17 -0.356
C -38.9942 7.3516 -20.9004 -1.01 -0.06 -0.47 -0.262
O -40.2374 7.2777 -20.6758 3.40 1.15 -0.26 -0.148
N -38.0944 8.2935 -20.5567 -2.35 0.13 0.58 -0.175
C -36.7279 8.2913 -21.0305 -0.21 -0.29 -0.35 -0.031
C -38.4911 9.4170 -19.7080 0.42 0.53 -0.13 -0.021
H -38.4518 6.6303 -21.5310 -0.55 -0.53 0.04 0.132
H -36.5116 7.3386 -21.5139 0.18 -0.24 0.52 0.090
H -36.0970 8.5134 -20.1699 0.34 -0.17 -0.36 0.104
H -36.5779 8.9960 -21.8484 -0.02 0.53 0.31 0.096
H -39.5300 9.4205 -19.3782 0.13 -0.69 -0.09 0.087
H -37.8076 9.4494 -18.8595 -0.18 0.04 0.17 0.098
H -38.3614 10.3522 -20.2526 0.18 0.07 -0.13 0.093
C -45.0768 7.6035 -20.6551 -0.39 -0.73 -0.40 -0.252
O -44.0324 7.1301 -21.1333 -0.41 0.53 0.01 -0.169
N -46.3008 7.1064 -20.8949 2.77 1.19 0.63 -0.186
C -47.4445 7.8592 -20.5628 -1.07 0.45 1.05 -0.043
C -46.4642 5.9618 -21.6849 0.57 -2.20 -0.73 -0.046
H -45.0723 8.4983 -20.0135 0.02 -0.15 -0.02 0.157
H -48.2448 7.1562 -20.3314 -0.41 0.21 -0.83 0.111
H -47.5811 8.5931 -21.3570 -0.98 -0.08 0.12 0.103
H -47.3837 8.3583 -19.5957 0.63 0.30 -0.09 0.101
H -46.8328 6.1275 -22.6972 -0.69 0.37 0.13 0.098
H -45.5055 5.4785 -21.8729 0.18 0.12 0.41 0.078
H -47.0398 5.2359 -21.1105 -0.33 -0.04 -0.34 0.109
C -43.2971 2.7849 -21.5731 -0.48 -2.05 -0.32 -0.311
O -43.1287 3.9544 -21.3271 0.06 1.02 -0.63 -0.104
N -43.2329 2.1835 -22.7764 -0.48 -1.90 -0.55 -0.143
C -43.3085 0.6654 -22.8746 -0.19 0.91 0.64 -0.005
C -42.9973 2.9058 -24.0131 0.61 0.38 1.13 -0.041
H -43.5582 2.0520 -20.7940 0.08 0.16 0.20 0.146
H -43.4979 0.3122 -23.8882 0.04 0.51 -0.03 0.089
H -44.1181 0.2723 -22.2596 -0.02 0.22 0.07 0.091
H -42.3842 0.2079 -22.5219 0.10 0.14 -0.07 0.084
H -42.3275 2.3018 -24.6252 -0.11 0.27 -0.22 0.094
H -43.9058 3.1968 -24.5404 -0.09 -0.30 -0.05 0.092
H -42.5052 3.8042 -23.6405 0.23 0.36 -0.62 0.060
C -42.6684 7.7512 -17.6164 0.79 -0.41 0.65 -0.293
O -42.2524 7.4296 -18.7256 -0.53 0.85 -0.08 -0.119
N -41.8413 7.8648 -16.5574 -0.16 1.45 1.73 -0.138
C -40.4004 7.8283 -16.6922 0.13 -1.29 -0.99 -0.055
C -42.2530 8.1396 -15.1077 -0.77 -0.46 -1.68 -0.004
H -43.7236 7.9311 -17.3586 0.03 -0.15 -0.19 0.147
H -40.0622 7.0410 -16.0185 0.51 0.63 0.60 0.090
H -39.9247 8.8068 -16.6259 -0.06 -0.06 0.67 0.096
H -40.0858 7.4094 -17.6481 -0.52 0.12 -0.36 0.066
H -41.9845 9.0981 -14.6636 0.83 0.06 -0.59 0.086
H -43.3405 8.1888 -15.0526 -0.05 -0.61 -0.07 0.078
H -41.8420 7.3124 -14.5290 -0.26 0.15 0.15 0.089
C -39.6534 3.8250 -22.3169 -1.32 -0.56 -0.10 -0.343
O -40.3959 4.5646 -21.6889 0.16 0.71 -0.50 -0.096
N -38.6898 3.1387 -21.7622 2.61 0.26 1.46 -0.144
C -38.1453 3.5760 -20.4356 0.16 -0.24 -0.33 0.002
C -38.0809 1.9443 -22.3308 -0.09 -0.28 -0.39 -0.034
H -39.7931 3.5610 -23.3767 -0.23 0.14 -0.12 0.140
H -38.5251 4.5396 -20.0960 -0.70 -0.39 -0.21 0.069
H -37.0697 3.7436 -20.4928 0.17 -0.35 -0.46 0.090
H -38.2865 2.8063 -19.6768 -0.30 0.07 0.00 0.093
H -36.9971 1.9117 -22.2193 -0.12 0.03 0.73 0.096
H -38.6074 1.1013 -21.8833 0.57 -0.32 0.11 0.097
H -38.1617 1.8085 -23.4093 -0.68 0.59 -0.14 0.091
C -40.6000 4.2035 -17.6963 -1.07 2.33 -2.37 -0.306
O -40.8352 4.9654 -18.6896 0.98 -1.47 1.99 -0.123
N -40.8957 2.9325 -17.6382 0.78 -1.39 0.80 -0.135
C -40.4548 2.2128 -16.4055 -0.83 -0.13 -0.11 -0.022
C -41.5794 2.1599 -18.7031 0.18 -0.03 1.11 -0.006
H -40.1983 4.5545 -16.7331 0.16 0.40 -0.41 0.137
H -40.2117 2.8265 -15.5381 -0.03 0.79 -0.51 0.088
H -39.5615 1.6060 -16.5533 -0.32 -0.34 -0.34 0.091
H -41.3202 1.6654 -16.0321 0.23 -0.56 -0.26 0.097
H -42.0945 1.3739 -18.1507 -0.38 0.11 -0.27 0.095
H -42.2970 2.7833 -19.2365 0.31 -0.04 0.28 0.040
H -40.8948 1.6361 -19.3702 0.36 0.34 -0.13 0.087
O -41.9199 6.4724 -22.8691 -1.07 1.97 -3.03 -0.351
P -41.9516 7.3367 -24.1008 1.30 -1.12 -1.31 0.747
N -43.1035 7.0239 -25.3912 2.56 0.59 1.24 -0.256
C -44.3537 6.4724 -25.0123 -0.81 -0.67 0.30 -0.104
C -43.1085 7.7355 -26.6913 0.30 0.43 0.91 -0.068
N -40.4593 7.4021 -24.9054 -1.25 -0.96 -0.05 -0.303
C -39.8495 6.1050 -25.3415 -0.44 0.58 0.15 -0.051
C -39.5203 8.4862 -24.7085 -0.77 0.95 -1.16 -0.093
N -42.2843 9.0636 -23.7228 0.84 1.97 0.43 -0.082
C -42.4340 9.6361 -22.3296 -0.88 -1.64 -0.75 0.003
C -42.4485 10.1034 -24.7505 0.56 0.08 0.34 -0.060
H -44.7855 6.0256 -25.9078 -0.13 -0.26 0.19 0.106
H -45.0506 7.2316 -24.6573 -0.19 0.02 0.17 0.097
H -44.1547 5.7241 -24.2450 -0.51 -0.02 0.06 0.072
H -42.0843 8.0046 -26.9496 -0.19 0.23 -0.01 0.082
H -43.7694 8.5883 -26.5366 0.22 0.46 -0.38 0.084
H -43.5430 7.2091 -27.5412 0.04 -0.77 0.46 0.105
H -40.5566 5.5356 -25.9447 -0.21 -0.30 0.55 0.087
H -39.0269 6.2678 -26.0380 0.02 0.49 0.17 0.092
H -39.4578 5.6097 -24.4531 -0.18 -0.46 -0.24 0.068
H -39.8500 9.2457 -25.4174 -0.19 0.95 0.62 0.072
H -39.5151 8.8209 -23.6712 0.67 0.19 -0.15 0.084
H -38.5718 8.3140 -25.2172 0.31 -0.74 0.97 0.101
H -43.4189 10.1016 -22.2924 -0.51 -0.46 0.07 0.109
H -42.3475 8.7742 -21.6679 -0.09 0.51 0.36 0.059
H -41.8373 10.5036 -22.0478 1.00 -0.36 -0.68 0.116
H -42.0042 11.0562 -24.4625 0.84 -0.19 0.63 0.115
H -43.4655 10.4942 -24.7164 -0.65 -0.76 -0.65 0.122
H -41.9985 9.8691 -25.7152 -0.70 -0.27 0.13 0.080
```
Positions in Å, forces in eV/Å.

Output
HOMO energy (spin up / spin down) = -12.42 / -12.42 eV
Kohn-Sham gap (spin up / spin down) = 0.299 / 0.118 Ha
<S²> = 0.759
net charge = +2
F_max = 4.62 eV/Å
spin multiplicity = 2